Formula: C7H16N
Source: the OMol25 dataset
Level of theory: ωB97M-V/def2-TZVPD

CARTESIAN COORDINATES (ANGSTROEM)
C1 -2.01598 -0.56780 2.86170
C2 -0.76014 -0.88323 2.59096
C3 -0.01087 -0.59012 1.30436
C4 -0.72872 -0.95813 0.01006
C5 -0.51102 0.02646 -1.16832
C6 0.80555 0.73979 -1.10557
C7 2.01515 -0.12064 -1.42521
N1 0.77471 1.90961 -2.17157
H1 -2.42575 -0.55750 3.86019
H2 -2.64317 -0.23250 2.03888
H3 -0.11617 -1.32438 3.34637
H4 0.97834 -1.03690 1.42404
H5 0.28078 0.46565 1.40522
H6 -1.79141 -0.99111 0.23217
H7 -0.38086 -1.93744 -0.30390
H8 -1.32951 0.72143 -1.13176
H9 -0.65332 -0.46352 -2.13285
H10 0.94745 1.34374 -0.21711
H11 1.74790 -1.12884 -1.70952
H12 2.66842 -0.20650 -0.55307
H13 2.71599 0.30419 -2.13549
H14 0.07534 1.67140 -2.88026
H15 1.66039 1.93645 -2.65119
H16 0.50029 2.79496 -1.85760

Properties
orbital gap	0.3272	Ha
net charge	+1
E_HOMO	-12.4	eV
energy relative to the best compared isomer or geometry (same formula, charge and spin)	31.88	kcal per mole